{"formula": "C24H37N3O22S5", "method": "ωB97M-V/def2-TZVPD", "e_tot_ha": -4746.8219, "e_homo_ev": -8.02, "e_lumo_ev": 0.13, "smiles": "O=C(O)N(CCCCn1cccc1)c1ccncc1.O=S1(=O)OCCO1.O=S1(=O)OCCO1.O=S1(=O)OCCO1.O=S1(=O)OCCO1.O=S1(=O)OCCO1", "elements": ["O", "C", "O", "N", "C", "C", "C", "C", "N", "C", "C", "C", "C", "C", "C", "C", "N", "C", "C", "H", "H", "H", "H", "H", "H", "H", "H", "H", "H", "H", "H", "H", "H", "H", "H", "H", "C", "C", "O", "S", "O", "O", "O", "H", "H", "H", "H", "C", "C", "O", "S", "O", "O", "O", "H", "H", "H", "H", "C", "C", "O", "S", "O", "O", "O", "H", "H", "H", "H", "C", "C", "O", "S", "O", "O", "O", "H", "H", "H", "H", "C", "C", "O", "S", "O", "O", "O", "H", "H", "H", "H"], "positions_angstrom": [[4.612659, -3.304230, -1.448899], [4.150152, -2.902911, -0.414104], [4.566146, -3.546876, 0.777080], [3.201320, -1.814420, -0.249603], [1.985807, -1.960851, -1.109681], [1.511336, -3.443665, -1.368444], [0.217718, -3.343095, -2.334627], [-1.145725, -3.230049, -1.546443], [-1.609211, -1.847360, -1.310367], [-2.740654, -1.717983, -0.476386], [-2.970387, -0.271408, -0.364146], [-1.955973, 0.492765, -1.177037], [-1.136192, -0.615637, -1.754270], [3.771472, -0.515928, -0.570153], [2.979440, 0.714230, -0.199724], [3.565334, 2.015564, -0.577335], [4.747876, 2.246753, -1.242599], [5.456527, 1.110180, -1.539207], [5.074411, -0.295736, -1.264419], [3.964976, -4.296599, 0.967432], [1.137376, -1.452362, -0.546031], [2.053482, -1.403386, -2.096304], [1.250877, -4.008456, -0.416469], [2.252259, -4.068918, -1.955365], [0.431058, -2.452468, -3.007171], [0.262467, -4.247227, -3.018390], [-1.931431, -3.741600, -2.194457], [-1.095345, -3.834074, -0.597509], [-3.297197, -2.559129, -0.002745], [-3.774821, 0.254166, 0.207192], [-1.826734, 1.598053, -1.308932], [-0.244457, -0.466677, -2.413878], [1.989219, 0.580107, 0.318468], [2.967416, 2.930871, -0.288253], [6.443310, 1.260262, -2.071031], [5.727524, -1.150580, -1.562271], [7.208001, -2.628799, 5.227776], [5.768596, -2.722656, 5.702505], [5.017447, -1.957140, 4.758984], [5.719035, -2.072887, 3.301523], [5.043810, -3.079092, 2.550369], [5.938550, -0.758804, 2.804070], [7.138383, -2.680805, 3.800665], [7.655916, -1.672850, 5.512824], [7.822364, -3.443950, 5.608363], [5.636662, -2.328541, 6.708928], [5.406633, -3.753940, 5.665840], [-7.269530, -0.115311, 3.698856], [-6.144544, 0.850136, 4.021483], [-5.068140, 0.458663, 3.166520], [-5.673072, -0.122224, 1.785566], [-5.655080, 0.921162, 0.816227], [-5.106963, -1.402420, 1.550680], [-7.197584, -0.314582, 2.285288], [-7.115138, -1.080802, 4.187386], [-8.245186, 0.279676, 3.978922], [-5.842635, 0.803408, 5.066403], [-6.420491, 1.877628, 3.768992], [-6.458539, 3.607758, -1.235576], [-5.867072, 4.488130, -0.150492], [-6.233292, 5.817719, -0.511244], [-7.667034, 5.787545, -1.262149], [-8.678321, 6.102095, -0.309169], [-7.533901, 6.480115, -2.494037], [-7.725264, 4.189917, -1.551651], [-5.841334, 3.624955, -2.140021], [-6.585708, 2.578282, -0.903556], [-4.784370, 4.393450, -0.080952], [-6.314373, 4.266900, 0.822728], [-8.190965, 1.440151, -5.147655], [-8.727951, 2.310157, -6.270965], [-8.893949, 3.602293, -5.688498], [-7.757073, 3.824113, -4.551493], [-6.685007, 4.561804, -5.126953], [-8.392666, 4.210072, -3.338571], [-7.291428, 2.278486, -4.420149], [-8.991052, 1.129885, -4.470417], [-7.671170, 0.558688, -5.521283], [-9.673587, 1.942233, -6.666230], [-8.002868, 2.396314, -7.085206], [10.164674, -1.585165, 1.707752], [9.417492, -0.425534, 2.338976], [10.425151, 0.543911, 2.637066], [11.596757, 0.447357, 1.526617], [11.366228, 1.447799, 0.542932], [12.840978, 0.302679, 2.198749], [11.176770, -0.983053, 0.898565], [10.656135, -2.199575, 2.467072], [9.514162, -2.213176, 1.100270], [8.884460, -0.716852, 3.241670], [8.715047, 0.023346, 1.631773]], "forces_ev_per_angstrom": [[-0.6, 1.0, 0.2], [0.7, -1.9, 0.2], [-2.7, -0.3, -5.8], [0.9, 0.6, -1.0], [-1.6, -0.6, 0.2], [-0.6, 0.1, -1.0], [1.2, -0.1, 0.5], [0.3, -0.8, -2.0], [-1.0, 0.0, 1.1], [0.5, 4.3, -0.4], [1.2, -0.5, -0.9], [0.1, -4.9, 0.2], [-1.2, 2.4, 1.1], [1.1, 3.0, -0.1], [2.8, -0.7, -1.6], [-1.0, -1.3, 0.5], [-0.8, -2.9, 0.8], [-0.4, -1.4, 0.2], [-2.1, 1.9, 1.1], [0.3, 0.6, -0.2], [1.1, -0.6, -0.7], [0.4, -0.8, 1.0], [0.3, 0.8, -1.0], [-0.5, 1.0, 0.9], [-0.7, -1.1, 0.7], [-0.5, 1.0, 1.0], [0.8, 0.7, 0.8], [0.0, 1.0, -0.7], [0.8, 0.9, -0.7], [1.2, -0.9, -0.9], [-0.2, -1.5, 0.1], [-1.1, -0.6, 0.8], [1.3, 0.5, -0.6], [0.9, -1.1, -0.4], [-1.3, -0.1, 0.7], [-0.7, 1.0, 0.3], [0.1, 0.3, 0.4], [0.0, -0.5, 0.1], [0.6, 0.4, -0.3], [-0.4, -0.7, 0.6], [1.9, 2.0, 4.9], [-0.1, -0.3, -0.1], [-0.4, 0.0, -0.1], [0.0, 0.0, 0.1], [0.0, 0.0, -0.3], [-0.1, 0.2, -0.2], [0.1, 0.0, 0.1], [0.1, -0.3, 0.5], [-0.4, 0.5, 0.0], [-0.2, -0.6, -0.4], [-0.5, 0.0, 0.9], [-0.2, -0.3, 0.1], [0.0, 0.4, -0.1], [0.6, 0.4, -0.3], [0.0, 0.1, 0.0], [0.0, 0.0, -0.3], [0.2, -0.1, -0.2], [0.0, 0.0, 0.1], [0.3, -0.1, -0.1], [-0.1, -0.5, 0.4], [-0.2, 0.0, -0.6], [0.3, -0.7, 0.3], [0.1, 0.1, -0.4], [0.0, 0.3, 0.6], [1.9, 1.0, 5.5], [0.1, 0.0, 0.0], [-0.2, 0.1, 0.0], [-0.1, 0.3, -0.1], [0.1, -0.1, 0.0], [-0.5, -0.3, 0.0], [0.4, -0.2, -0.4], [0.2, -0.3, 0.5], [-0.7, 0.2, -0.4], [-0.1, -0.2, 0.4], [-1.4, -0.5, -5.7], [0.0, 0.5, -0.3], [0.0, 0.0, -0.1], [0.2, 0.2, 0.1], [0.0, 0.2, 0.1], [0.0, -0.1, 0.0], [-0.1, -0.3, 0.5], [-0.5, 0.0, -0.5], [0.7, -0.3, -0.2], [-0.4, -0.2, 0.1], [0.3, -0.2, 0.2], [-0.2, 0.3, -0.2], [-0.1, 0.7, 0.1], [-0.1, 0.0, 0.0], [0.2, 0.1, -0.1], [0.2, 0.2, 0.0], [-0.1, -0.1, 0.1]], "lowdin_charge": [0.14, -0.46, -0.01, -0.01, -0.17, -0.16, -0.17, -0.15, -0.16, -0.07, -0.09, -0.05, -0.11, -0.18, 0.02, -0.14, 0.02, -0.14, 0.02, 0.14, 0.12, 0.13, 0.12, 0.11, 0.10, 0.11, 0.13, 0.13, 0.11, 0.04, 0.09, 0.10, 0.11, 0.11, 0.11, 0.10, -0.17, -0.17, -0.18, 0.67, -0.23, -0.21, -0.21, 0.13, 0.14, 0.14, 0.13, -0.17, -0.17, -0.18, 0.63, -0.24, -0.21, -0.18, 0.13, 0.14, 0.14, 0.13, -0.15, -0.17, -0.18, 0.65, -0.22, -0.21, -0.28, 0.13, 0.12, 0.14, 0.13, -0.17, -0.18, -0.18, 0.66, -0.21, -0.24, -0.19, 0.13, 0.13, 0.13, 0.13, -0.17, -0.17, -0.19, 0.63, -0.22, -0.22, -0.19, 0.13, 0.14, 0.11, 0.14]}